Entry P
Below is a 3-piece molecular cluster, C3H13NO2S overall, with properties calculated with ωB97M-V with the def2-TZVPD basis set.

ORCA input file:
```
! RIJCOSX wB97M-V def2-TZVPD def2/J DEFGRID3
* xyz 0 1
N -1.745 0.960 0.038
C -1.245 0.347 -1.219
C 0.087 -0.374 -1.019
C 1.334 0.400 -0.538
S 1.269 1.914 0.479
H -1.741 1.963 -0.055
H -2.711 0.687 0.170
H -1.148 1.094 -2.010
H -1.971 -0.400 -1.536
H 0.252 -0.864 -1.985
H -0.020 -1.215 -0.329
H 1.863 -0.279 0.122
H 2.019 0.606 -1.354
H 0.479 1.440 1.445
O 0.122 -3.989 -1.442
H 0.843 -4.624 -1.515
H -0.420 -4.348 -0.731
O -0.524 -0.008 2.786
H -0.719 -0.375 1.913
H -0.285 -0.761 3.349
*
```

Values from the calculation:
Molar mass in g mol⁻¹: 127.21
E_LUMO in Eh: 0.019
HOMO-LUMO gap in eV: 8.9

=====

Entry Q
Below is a 3-piece molecular cluster, C3H13NO2S overall, with properties calculated with ωB97M-V with the def2-TZVPD basis set.

ORCA input file:
```
! RIJCOSX wB97M-V def2-TZVPD def2/J DEFGRID3
* xyz 0 1
C -0.165 0.850 2.094
N 0.225 -0.408 1.477
C -0.233 -0.660 0.133
C 0.639 0.116 -0.891
S 1.297 -0.881 -2.274
H 0.262 1.672 1.535
H -1.254 0.904 2.188
H 0.282 0.877 3.087
H 0.184 -1.235 2.051
H -1.274 -0.355 -0.018
H -0.070 -1.716 -0.062
H 1.531 0.398 -0.336
H 0.149 0.996 -1.315
H 0.457 -1.910 -2.204
O -3.437 3.242 -2.171
H -3.855 2.698 -2.838
H -2.487 3.113 -2.197
O 2.267 -2.751 0.615
H 2.341 -1.850 0.325
H 3.142 -3.101 0.800
*
```

Values from the calculation:
Molar mass in g mol⁻¹: 127.21
E_LUMO in Eh: 0.022
HOMO-LUMO gap in eV: 9.3

=====

Entry R
Below is a 3-piece molecular cluster, C3H13NO2S overall, with properties calculated with ωB97M-V with the def2-TZVPD basis set.

ORCA input file:
```
! RIJCOSX wB97M-V def2-TZVPD def2/J DEFGRID3
* xyz 0 1
C -0.075 1.749 -0.008
N 0.729 0.592 -0.499
C -0.113 -0.607 -0.292
C 0.292 -1.797 -1.152
S -0.598 -3.291 -0.627
H -0.577 1.425 0.897
H -0.709 2.171 -0.787
H 0.584 2.581 0.273
H 0.917 0.757 -1.478
H -0.039 -0.876 0.765
H -1.162 -0.321 -0.416
H 0.171 -1.748 -2.228
H 1.306 -2.035 -0.817
H -1.231 -2.737 0.412
O -2.711 -0.089 1.708
H -2.728 0.149 2.659
H -3.307 -0.855 1.781
O 3.318 1.405 -0.087
H 2.408 1.209 0.129
H 3.525 2.319 -0.233
*
```

Values from the calculation:
Molar mass in g mol⁻¹: 127.21
E_LUMO in Eh: 0.014
HOMO-LUMO gap in eV: 9.3

=====

Verdict on stability: entry R comes out at the bottom.

=====

Entry P
Below is a 3-piece molecular cluster, C3H13NO2S overall, with properties calculated with ωB97M-V with the def2-TZVPD basis set.

ORCA input file:
```
! RIJCOSX wB97M-V def2-TZVPD def2/J DEFGRID3
* xyz 0 1
N 1.529 -0.482 0.860
C 0.244 -1.192 0.947
C -0.753 -0.562 -0.028
C -2.200 -0.604 0.436
S -3.262 0.536 -0.502
H 2.224 -0.955 1.428
H 1.435 0.432 1.297
H 0.423 -2.260 0.769
H -0.196 -1.096 1.955
H -0.459 0.488 -0.143
H -0.685 -0.971 -1.031
H -2.275 -0.217 1.449
H -2.606 -1.613 0.401
H -3.011 0.023 -1.715
O 1.544 2.756 -0.068
H 1.713 2.222 -0.861
H 0.652 3.108 -0.199
O 1.977 0.502 -1.762
H 2.044 0.072 -0.882
H 1.660 -0.186 -2.352
*
```

Values from the calculation:
Molar mass in g mol⁻¹: 127.21
E_LUMO in Eh: 0.028
HOMO-LUMO gap in eV: 10.0

=====

Entry Q
Below is a 4-piece molecular cluster, C3H13NO2S overall, with properties calculated with ωB97M-V with the def2-TZVPD basis set.

ORCA input file:
```
! RIJCOSX wB97M-V def2-TZVPD def2/J DEFGRID3
* xyz 0 1
C 0.692 0.635 -2.186
N 1.218 -0.021 -0.936
C 0.258 -1.081 -0.533
C 0.525 -1.519 0.893
S -0.853 -2.154 1.783
H -0.367 0.343 -2.311
H 1.237 0.323 -3.150
H 0.771 1.703 -2.027
H 1.064 0.787 -0.303
H -0.802 -0.776 -0.681
H 0.364 -1.951 -1.195
H 1.297 -2.272 0.721
H 0.992 -0.624 1.327
H -1.190 -3.267 0.154
H -1.441 0.131 2.316
H -2.353 0.490 1.110
O -1.894 0.918 1.842
H -0.218 2.149 1.404
H 0.352 3.559 1.005
O 0.349 2.628 0.766
*
```

Values from the calculation:
Molar mass in g mol⁻¹: 127.21
E_LUMO in Eh: -0.050
HOMO-LUMO gap in eV: 7.9

=====

Verdict on stability: entry Q comes out at the bottom.

=====

Entry P
Below is an isolated molecule of C6H13N2OP, with properties calculated with ωB97M-V with the def2-TZVPD basis set.

ORCA input file:
```
! RIJCOSX wB97M-V def2-TZVPD def2/J DEFGRID3
* xyz 0 1
C 0.251 2.408 2.138
C 0.433 1.425 1.464
P 0.770 -0.224 0.244
O 2.083 -0.794 0.385
N 0.630 0.521 -1.352
C -0.565 1.244 -1.721
C 1.918 0.742 -2.012
N -0.533 -1.217 0.591
C -0.261 -2.467 1.161
C -1.834 -0.861 0.973
H 0.312 3.239 2.761
H -1.473 0.817 -1.396
H -0.510 2.249 -1.424
H -0.629 1.172 -2.821
H 2.389 -0.230 -2.033
H 1.810 1.023 -2.942
H 2.620 1.460 -1.448
H 0.771 -2.810 1.036
H -0.219 -2.440 2.276
H -1.108 -3.033 0.902
H -2.047 -1.116 2.026
H -2.063 0.194 0.853
H -2.744 -1.302 0.338
*
```

Values from the calculation:
Molar mass in g mol⁻¹: 160.16
E_LUMO in Eh: 0.031
HOMO-LUMO gap in eV: 9.8

=====

Entry Q
Below is an isolated molecule of C6H13N2OP, with properties calculated with ωB97M-V with the def2-TZVPD basis set.

ORCA input file:
```
! RIJCOSX wB97M-V def2-TZVPD def2/J DEFGRID3
* xyz 0 1
H -1.898 3.600 0.725
N -1.491 2.682 0.613
P -0.250 2.402 1.506
N 0.106 0.802 1.120
C 1.415 0.308 1.494
C 2.195 0.365 0.180
C 1.121 0.072 -0.883
C -0.241 0.167 -0.143
C -0.882 -1.253 -0.070
C -1.316 -1.666 -1.485
O -1.979 -1.411 0.802
H 1.326 -0.722 1.853
H 1.848 0.924 2.283
H 3.013 -0.352 0.151
H 2.608 1.366 0.044
H 1.167 0.790 -1.701
H 1.269 -0.923 -1.298
H -0.949 0.838 -0.642
H -0.136 -1.962 0.308
H -1.972 -0.908 -1.911
H -1.871 -2.600 -1.419
H -0.471 -1.813 -2.147
H -2.613 -0.706 0.620
*
```

Values from the calculation:
Molar mass in g mol⁻¹: 160.16
E_LUMO in Eh: 0.022
HOMO-LUMO gap in eV: 9.7

=====

Verdict on stability: entry P comes out at the bottom.

=====

Entry P
Below is an isolated ion of composition C8H14N and charge +1, with properties calculated with ωB97M-V with the def2-TZVPD basis set.

ORCA input file:
```
! RIJCOSX wB97M-V def2-TZVPD def2/J DEFGRID3
* xyz 1 1
C 1.536 0.861 0.625
C 0.267 1.118 0.883
C 2.219 0.203 -0.414
C 3.059 -0.653 -0.886
C -0.858 0.541 -0.119
C -0.802 1.041 -1.516
C -2.165 0.657 0.461
C -0.516 -1.769 0.926
N -0.392 -0.845 -0.199
H 2.281 1.488 1.187
H 0.000 1.385 1.827
H 3.292 -0.842 -1.842
H 3.566 -1.335 -0.157
H -1.455 0.408 -2.249
H 0.222 0.999 -1.932
H -1.171 1.980 -1.527
H -2.512 1.615 0.620
H -2.193 0.224 1.499
H -2.957 0.078 -0.028
H -0.576 -1.266 1.886
H -1.470 -2.437 0.940
H 0.231 -2.451 0.849
H 0.394 -1.000 -0.835
*
```

Values from the calculation:
Molar mass in g mol⁻¹: 124.21
E_LUMO (alpha / beta) in Eh: -0.227 / -0.241
HOMO-LUMO gap (alpha / beta) in eV: 7.2 / 6.1

=====

Entry Q
Below is a 2-piece molecular cluster, C8H14N overall, with properties calculated with ωB97M-V with the def2-TZVPD basis set.

ORCA input file:
```
! RIJCOSX wB97M-V def2-TZVPD def2/J DEFGRID3
* xyz 1 1
C -1.041 -0.831 -0.852
C 0.212 -1.356 -0.298
C -1.994 -0.274 -0.118
C 1.139 1.155 0.312
C 2.036 0.452 -0.032
C -3.065 0.630 -0.542
C 0.151 1.907 0.997
C 3.179 -0.248 -0.651
N 0.374 -1.941 0.934
H -1.130 -0.953 -1.949
H 0.780 -1.861 -0.975
H -3.049 0.831 -1.577
H -2.856 1.601 -0.209
H -4.046 0.130 -0.316
H -0.642 2.258 0.485
H 0.550 2.862 1.465
H -0.212 1.407 1.850
H 3.261 -1.323 -0.370
H 4.027 0.212 -0.317
H 3.070 -0.108 -1.684
H 0.057 -1.502 1.797
H -1.738 -0.295 0.997
H 0.938 -2.752 1.055
*
```

Values from the calculation:
Molar mass in g mol⁻¹: 124.21
E_LUMO in Eh: -0.191
HOMO-LUMO gap in eV: 8.3

=====

Verdict on stability: entry P comes out at the bottom.